No. 1
Here is one molecule with the formula C19H21ClN2O3S from the OMol25 dataset. Energies are from ωB97M-V/def2-TZVPD.

Structure (ORCA input):
```
! RIJCOSX wB97M-V def2-TZVPD def2/J DEFGRID3
* xyz 0 1
C 3.15 -2.00 4.60
N 2.93 -1.37 3.33
C 3.72 -0.35 2.84
O 4.67 0.11 3.42
C 3.17 0.05 1.47
C 2.76 1.53 1.50
C 4.25 -0.19 0.40
C 2.00 -0.87 1.31
C 1.09 -1.01 0.29
C 0.10 -1.98 0.42
S -1.11 -2.17 -0.86
O -1.55 -3.53 -0.91
O -0.63 -1.55 -2.06
N -2.39 -1.28 -0.22
C -2.61 0.04 -0.76
C -3.33 0.02 -2.12
C -3.33 1.39 -2.74
C -2.21 1.83 -3.43
C -2.18 3.10 -3.98
C -3.28 3.93 -3.84
Cl -3.25 5.52 -4.54
C -4.40 3.51 -3.16
C -4.42 2.24 -2.61
C 0.01 -2.78 1.54
C 0.92 -2.65 2.58
C 1.91 -1.69 2.45
H 3.35 -3.07 4.46
H 4.02 -1.53 5.05
H 2.28 -1.87 5.25
H 1.96 1.68 2.22
H 2.40 1.84 0.52
H 3.61 2.14 1.78
H 3.88 0.12 -0.57
H 5.14 0.39 0.65
H 4.51 -1.24 0.36
H 1.13 -0.42 -0.62
H -3.22 -1.85 -0.18
H -3.17 0.63 -0.04
H -1.62 0.49 -0.88
H -4.35 -0.34 -1.98
H -2.79 -0.68 -2.77
H -1.36 1.18 -3.53
H -1.31 3.44 -4.52
H -5.25 4.16 -3.06
H -5.30 1.90 -2.08
H -0.77 -3.52 1.58
H 0.86 -3.28 3.45
*
```

Computed properties:
SMILES: CN1C(=O)C(C)(C)c2cc(S(=O)(=O)NCCc3ccc(Cl)cc3)ccc21
Energy above the lowest of the compared OMol25 structures with the same formula, charge and spin, kcal per mole: 0.8
E_tot, Eh: -1930.27015
Frontier orbital gap, eV: 9.228
Strongest force on any atom, hartree/bohr: 0.018



No. 2
Here is one molecule with the formula C19H21ClN4O6S from the OMol25 dataset. Energies are from ωB97M-V/def2-TZVPD.

Structure (ORCA input):
```
! RIJCOSX wB97M-V def2-TZVPD def2/J DEFGRID3
* xyz 0 1
C -2.57 -3.12 -0.38
O -2.85 -1.80 0.03
C -4.14 -1.46 0.28
C -5.15 -2.33 0.63
C -6.41 -1.85 0.97
C -6.64 -0.49 0.95
Cl -8.19 0.12 1.40
C -5.65 0.41 0.57
C -4.40 -0.08 0.22
N -3.35 0.72 -0.23
C -3.17 2.06 0.27
C -1.69 2.46 0.26
O -1.32 3.56 -0.06
N -0.88 1.45 0.67
N 0.46 1.57 0.65
C 1.16 0.52 0.76
C 2.61 0.58 0.76
C 3.28 1.80 0.64
C 4.65 1.84 0.64
C 5.40 0.67 0.75
O 6.75 0.82 0.73
C 7.57 -0.31 0.94
C 7.56 -1.31 -0.23
N 7.29 -0.74 -1.42
O 7.81 -2.48 -0.08
C 4.74 -0.56 0.86
C 3.36 -0.59 0.87
S -2.71 0.31 -1.75
C -2.87 1.84 -2.71
O -1.32 0.00 -1.62
O -3.58 -0.66 -2.34
H -3.23 -3.42 -1.20
H -2.67 -3.83 0.45
H -1.54 -3.11 -0.73
H -4.98 -3.40 0.65
H -7.19 -2.53 1.24
H -5.86 1.46 0.53
H -3.51 2.09 1.31
H -3.73 2.82 -0.29
H -1.29 0.51 0.74
H 0.70 -0.47 0.85
H 2.69 2.70 0.56
H 5.18 2.78 0.55
H 7.30 -0.84 1.86
H 8.58 0.08 1.04
H 7.08 0.24 -1.49
H 7.26 -1.31 -2.25
H 5.29 -1.48 0.94
H 2.86 -1.55 0.95
H -2.54 1.58 -3.71
H -2.23 2.61 -2.30
H -3.91 2.13 -2.72
*
```

Computed properties:
SMILES: COc1ccc(Cl)cc1N(CC(=O)N/N=C/c1ccc(OCC(N)=O)cc1)S(C)(=O)=O
Energy above the lowest of the compared OMol25 structures with the same formula, charge and spin, kcal per mole: 0.3
E_tot, Eh: -2265.43890
Frontier orbital gap, eV: 8.650
Strongest force on any atom, hartree/bohr: 0.021



No. 3
Here is C19H21CsN3O3 as an isolated structure from the OMol25 dataset. Energies are from ωB97M-V/def2-TZVPD.

Structure (ORCA input):
```
! RIJCOSX wB97M-V def2-TZVPD def2/J DEFGRID3
* xyz -1 1
Cs 0.86 0.11 0.54
O -0.61 -0.17 2.59
C -1.72 0.08 3.16
C -1.89 -0.01 4.57
C -3.09 0.21 5.18
C -4.23 0.54 4.45
C -4.12 0.64 3.07
C -2.90 0.45 2.43
C -2.85 0.65 0.98
N -2.11 1.46 0.34
C -1.28 2.35 1.09
C -0.55 3.34 0.19
N 0.61 2.74 -0.42
C 1.28 3.44 -1.25
C 2.37 2.97 -2.05
C 2.85 3.82 -3.05
C 3.74 3.41 -4.00
C 4.18 2.09 -3.98
C 3.79 1.24 -2.98
C 2.91 1.63 -1.92
O 2.65 0.85 -0.97
H -1.01 -0.26 5.15
H -3.16 0.14 6.26
H -5.17 0.72 4.95
H -4.98 0.93 2.48
H -3.56 0.07 0.38
H -0.54 1.79 1.68
H -1.90 2.91 1.80
H -0.25 4.21 0.79
H -1.25 3.68 -0.58
H 0.97 4.48 -1.49
H 2.47 4.84 -3.08
H 4.08 4.09 -4.78
H 4.84 1.73 -4.77
H 4.15 0.22 -2.96
C 0.28 -5.82 -2.34
N 0.46 -4.98 -1.18
C 0.52 -5.55 0.15
C 0.58 -3.65 -1.29
O 0.73 -2.91 -0.35
H 0.26 -6.87 -2.04
H 1.11 -5.69 -3.05
H -0.65 -5.59 -2.86
H 0.46 -6.63 0.11
H -0.30 -5.16 0.76
H 1.45 -5.25 0.63
H 0.52 -3.29 -2.33
*
```

Computed properties:
Energy above the lowest of the compared OMol25 structures with the same formula, charge and spin, kcal per mole: 16.5
E_tot, Eh: -1146.77039
Frontier orbital gap, eV: 5.976
Strongest force on any atom, hartree/bohr: 0.039



No. 4
Here is a 2-piece molecular cluster, C19H21F4OSi overall from the OMol25 dataset. Energies are from ωB97M-V/def2-TZVPD.

Structure (ORCA input):
```
! RIJCOSX wB97M-V def2-TZVPD def2/J DEFGRID3
* xyz 1 1
C 1.00 -2.63 -1.66
Si 0.95 -2.34 0.16
C -0.63 -2.94 0.89
C 2.51 -2.80 1.03
O 0.84 -0.64 0.24
C 0.66 0.08 1.38
C -0.69 0.79 1.44
F -1.49 0.26 2.43
F -0.55 2.13 1.70
F -1.39 0.67 0.28
C 1.57 0.20 2.39
H 1.06 -3.71 -1.88
H 0.10 -2.23 -2.13
H 1.87 -2.13 -2.11
H -0.67 -4.04 0.92
H -0.79 -2.57 1.91
H -1.48 -2.61 0.27
H 2.66 -3.88 1.02
H 3.36 -2.34 0.52
H 2.51 -2.47 2.08
H 1.46 1.08 3.03
H 2.46 -0.42 2.39
F 3.10 4.01 6.39
C 2.04 3.22 5.98
C 0.92 3.85 5.46
C -0.17 3.04 5.10
C -0.11 1.67 5.24
C 1.07 1.01 5.73
C 1.08 -0.41 5.70
C 1.88 -1.34 6.44
C 1.49 -2.72 6.42
C 2.28 -3.70 6.99
C 3.52 -3.37 7.57
C 3.88 -2.02 7.69
C 3.04 -1.01 7.20
C 2.16 1.85 6.11
H 0.87 4.93 5.38
H -1.07 3.49 4.67
H -0.95 1.04 4.94
H 0.33 -0.87 5.04
H 0.54 -2.98 5.93
H 1.96 -4.75 6.97
H 4.17 -4.15 7.98
H 4.82 -1.74 8.16
H 3.29 0.02 7.40
H 3.11 1.43 6.43
*
```

Computed properties:
Energy above the lowest of the compared OMol25 structures with the same formula, charge and spin, kcal per mole: 0.0
E_tot, Eh: -1500.57261
Frontier orbital gap, eV: 5.948
Strongest force on any atom, hartree/bohr: 0.036



No. 5
Here is C19H21FFeN3O5S2 as an isolated structure from the OMol25 dataset. Energies are from ωB97M-V/def2-TZVPD.

Structure (ORCA input):
```
! RIJCOSX wB97M-V def2-TZVPD def2/J DEFGRID3
* xyz 0 2
Fe 0.14 -1.34 0.57
C -0.63 -0.07 4.50
C -1.22 -0.47 3.15
C -2.69 -0.10 3.05
O -0.47 0.15 2.09
C -1.10 -2.00 2.98
O -1.53 -2.76 3.81
O -0.54 -2.42 1.87
H -0.90 0.96 4.74
H 0.46 -0.14 4.48
H -1.02 -0.73 5.27
H -2.82 0.98 3.17
H -3.24 -0.62 3.84
H -3.10 -0.39 2.08
H -1.03 0.81 1.63
C 3.01 3.62 -4.14
C 1.87 3.13 -3.29
C 2.06 2.81 -1.95
C 1.02 2.31 -1.18
C -0.23 2.15 -1.75
C -0.45 2.46 -3.08
C 0.60 2.95 -3.84
S -1.54 1.44 -0.79
O -1.47 2.05 0.52
O -2.76 1.57 -1.54
N -1.13 -0.09 -0.57
C -1.47 -1.13 -1.40
C -2.13 -1.17 -2.63
C -2.27 -2.40 -3.23
C -1.73 -3.55 -2.64
C -1.07 -3.42 -1.44
N -0.97 -2.24 -0.83
H 3.92 3.71 -3.55
H 2.78 4.60 -4.57
H 3.20 2.94 -4.96
H 3.03 2.94 -1.50
H 1.17 2.05 -0.14
H -1.44 2.33 -3.51
H 0.44 3.20 -4.88
H -2.52 -0.27 -3.07
H -2.79 -2.48 -4.18
H -1.83 -4.52 -3.10
H -0.62 -4.26 -0.93
S 3.64 -0.38 3.49
C 3.39 -2.05 3.22
C 2.37 -2.23 2.35
N 1.78 -1.07 1.91
C 2.35 -0.02 2.43
H 3.99 -2.79 3.71
H 1.99 -3.18 2.00
H 2.04 0.99 2.22
F 1.49 -1.88 -0.45
*
```

Computed properties:
Energy above the lowest of the compared OMol25 structures with the same formula, charge and spin, kcal per mole: 28.9
E_tot, Eh: -3437.06847
Frontier orbital gap (spin up / spin down), eV: 8.003 / 8.753
⟨S²⟩: 1.25
Strongest force on any atom, hartree/bohr: 0.023



No. 6
Here is C19H21FMoN2 as an isolated structure from the OMol25 dataset. Energies are from ωB97M-V/def2-TZVPD.

Structure (ORCA input):
```
! RIJCOSX wB97M-V def2-TZVPD def2/J DEFGRID3
* xyz 2 3
C -4.08 -0.33 0.07
C -4.43 0.92 -0.75
H -4.12 -1.24 -0.53
H -4.84 -0.49 0.86
H -3.10 -0.29 0.58
H -3.83 0.99 -1.66
H -5.50 0.90 -1.03
H -4.29 1.83 -0.15
C 0.01 -2.86 -0.29
C 0.87 -3.94 -0.52
C 2.02 -3.75 -1.28
C 2.24 -2.50 -1.81
H -0.96 -3.00 0.19
H 0.64 -4.92 -0.10
H 2.72 -4.56 -1.48
H 3.10 -2.29 -2.45
N 0.30 -1.58 -0.68
C 1.39 -1.42 -1.49
C 1.63 -0.06 -1.89
N 0.78 0.86 -1.31
C 1.03 2.17 -1.60
C 2.94 1.66 -2.99
C 2.06 2.59 -2.43
H 0.34 2.87 -1.16
H 2.16 3.66 -2.63
C 2.70 0.32 -2.72
H 3.35 -0.46 -3.11
H 3.79 1.97 -3.61
Mo -0.83 0.29 -0.11
C -1.70 2.21 -0.10
H -2.15 2.44 -1.08
H -0.98 3.00 0.14
H -2.52 2.33 0.63
F 1.79 0.26 5.63
C 1.24 0.22 4.36
C 1.93 -0.49 3.38
C 1.38 -0.48 2.07
C 0.20 0.22 1.79
C -0.43 0.95 2.81
C 0.10 0.97 4.12
H 2.86 -1.01 3.59
H 1.89 -1.03 1.28
H -1.34 1.52 2.57
H -0.36 1.58 4.90
*
```

Computed properties:
Energy above the lowest of the compared OMol25 structures with the same formula, charge and spin, kcal per mole: 0.0
E_tot, Eh: -1013.49442
Frontier orbital gap (spin up / spin down), eV: 6.121 / 7.393
⟨S²⟩: 2.06
Strongest force on any atom, hartree/bohr: 0.071



No. 7
Here is one molecule with the formula C19H21IN2O from the OMol25 dataset. Energies are from ωB97M-V/def2-TZVPD.

Structure (ORCA input):
```
! RIJCOSX wB97M-V def2-TZVPD def2/J DEFGRID3
* xyz 0 1
O 1.48 1.88 1.98
C 1.14 0.97 1.25
N 0.05 0.20 1.47
C -0.89 0.47 2.54
C -1.69 1.75 2.28
C -2.74 1.94 3.38
N -3.65 0.82 3.50
C -4.62 0.72 2.43
C -5.81 -0.12 2.83
C -6.51 -0.84 1.87
C -7.63 -1.57 2.22
C -8.05 -1.61 3.53
C -7.35 -0.90 4.50
C -6.24 -0.16 4.15
C -2.92 -0.41 3.75
C -1.84 -0.72 2.70
C 1.91 0.60 0.02
C 2.17 -0.73 -0.31
C 2.88 -1.04 -1.46
C 3.31 -0.02 -2.28
I 4.37 -0.49 -4.05
C 3.08 1.31 -1.96
C 2.38 1.61 -0.80
H -0.24 -0.45 0.75
H -0.31 0.60 3.46
H -1.00 2.60 2.26
H -2.18 1.68 1.30
H -3.32 2.84 3.20
H -2.23 2.05 4.34
H -4.98 1.74 2.23
H -4.20 0.33 1.49
H -6.18 -0.82 0.84
H -8.17 -2.12 1.46
H -8.93 -2.18 3.81
H -7.68 -0.93 5.53
H -5.69 0.40 4.89
H -3.64 -1.23 3.80
H -2.44 -0.31 4.73
H -1.29 -1.61 3.00
H -2.32 -0.93 1.74
H 1.83 -1.53 0.34
H 3.08 -2.07 -1.70
H 3.43 2.10 -2.60
H 2.20 2.64 -0.53
*
```

Computed properties:
SMILES: O=C(NC1CCN(Cc2ccccc2)CC1)c1ccc(I)cc1
Energy above the lowest of the compared OMol25 structures with the same formula, charge and spin, kcal per mole: 0.6
E_tot, Eh: -1219.08411
Frontier orbital gap, eV: 8.995
Strongest force on any atom, hartree/bohr: 0.011



No. 8
Here is one molecule with the formula C19H21N3O3S from the OMol25 dataset. Energies are from ωB97M-V/def2-TZVPD.

Structure (ORCA input):
```
! RIJCOSX wB97M-V def2-TZVPD def2/J DEFGRID3
* xyz 0 1
C -4.68 -2.25 0.41
C -3.79 -1.11 0.10
N -4.15 0.14 0.35
N -3.14 0.92 -0.03
C -3.22 2.35 0.09
C -2.12 0.18 -0.52
O -0.99 0.76 -1.03
C -0.17 1.45 -0.17
C 0.79 2.27 -0.75
C 1.64 3.00 0.05
C 1.55 2.92 1.43
C 0.61 2.08 2.01
C -0.26 1.35 1.22
C -2.49 -1.15 -0.46
C -1.76 -2.38 -0.90
C -0.24 -2.21 -0.87
N 0.23 -2.04 0.49
S 1.81 -2.38 0.83
O 1.96 -2.25 2.25
O 2.12 -3.63 0.19
C 2.76 -1.08 0.04
C 2.98 -1.12 -1.32
C 3.70 -0.11 -1.92
C 4.21 0.93 -1.15
C 4.00 0.95 0.22
C 3.26 -0.05 0.82
H -5.60 -1.89 0.85
H -4.20 -2.94 1.10
H -4.92 -2.80 -0.51
H -4.27 2.61 0.19
H -2.67 2.71 0.96
H -2.81 2.82 -0.81
H 0.84 2.33 -1.82
H 2.37 3.65 -0.41
H 2.22 3.49 2.06
H 0.54 2.00 3.08
H -1.00 0.72 1.68
H -2.04 -3.21 -0.25
H -2.06 -2.63 -1.92
H 0.06 -1.38 -1.51
H 0.24 -3.13 -1.22
H -0.08 -1.19 0.95
H 2.60 -1.96 -1.89
H 3.88 -0.13 -2.99
H 4.78 1.71 -1.62
H 4.41 1.75 0.81
H 3.08 -0.07 1.88
*
```

Computed properties:
SMILES: Cc1nn(C)c(Oc2ccccc2)c1CCNS(=O)(=O)c1ccccc1
Energy above the lowest of the compared OMol25 structures with the same formula, charge and spin, kcal per mole: 74.0
E_tot, Eh: -1524.77585
Frontier orbital gap, eV: 9.519
Strongest force on any atom, hartree/bohr: 0.017



No. 9
Here is C19H21N5O2Pd as an isolated structure from the OMol25 dataset. Energies are from ωB97M-V/def2-TZVPD.

Structure (ORCA input):
```
! RIJCOSX wB97M-V def2-TZVPD def2/J DEFGRID3
* xyz 4 5
N 0.88 -0.42 -2.90
C 1.08 -0.84 -3.96
C 1.41 -1.27 -5.30
H 2.48 -1.09 -5.47
H 0.80 -0.69 -6.01
H 1.18 -2.34 -5.40
N -3.67 -0.55 0.56
C -4.72 -0.05 0.62
C -6.08 0.44 0.70
H -6.35 0.94 -0.24
H -6.19 1.14 1.53
H -6.75 -0.43 0.86
N 1.29 1.35 2.32
C 2.08 1.83 3.02
C 3.07 2.44 3.88
H 2.92 2.08 4.91
H 2.96 3.53 3.82
H 4.07 2.13 3.51
Pd -0.69 0.62 -0.08
C -1.28 0.23 1.78
O -1.43 -0.23 2.82
C -1.33 -0.91 -1.18
O -1.54 -1.92 -1.69
C -1.21 1.87 -2.01
C 0.09 2.18 -1.58
C 0.29 2.68 -0.28
C -0.82 2.86 0.56
C -2.12 2.64 0.09
C -2.32 2.16 -1.20
H -1.34 1.42 -2.99
H 0.94 1.97 -2.22
H 1.30 2.85 0.10
H -0.65 3.19 1.59
H -2.97 2.81 0.75
H -3.32 1.96 -1.57
N 1.46 -1.56 2.70
C 1.78 -2.18 1.55
C 2.90 -3.08 1.51
C 3.20 -3.71 0.31
C 2.39 -3.44 -0.79
C 1.32 -2.55 -0.64
N 0.98 -1.92 0.49
H 0.93 -0.70 2.68
H 2.12 -1.67 3.48
H 3.49 -3.20 2.43
H 4.07 -4.37 0.22
H 2.55 -3.89 -1.77
H 0.74 -2.33 -1.52
*
```

Computed properties:
Energy above the lowest of the compared OMol25 structures with the same formula, charge and spin, kcal per mole: 50.3
E_tot, Eh: -1286.92908
Frontier orbital gap (spin up / spin down), eV: 8.849 / 3.742
⟨S²⟩: 6.06
Strongest force on any atom, hartree/bohr: 0.115



No. 10
Here is C19H21N5O2Re as an isolated structure from the OMol25 dataset. Energies are from ωB97M-V/def2-TZVPD.

Structure (ORCA input):
```
! RIJCOSX wB97M-V def2-TZVPD def2/J DEFGRID3
* xyz 4 4
N -2.16 4.57 -0.57
C -1.17 5.12 -0.32
C 0.01 5.96 0.00
H -0.32 7.02 0.09
H 0.76 5.86 -0.81
H 0.45 5.62 0.97
N 3.80 -2.49 0.59
C 4.50 -2.94 -0.24
C 5.41 -3.53 -1.21
H 5.56 -2.78 -2.00
H 4.90 -4.35 -1.71
H 6.34 -3.89 -0.74
N -5.05 0.11 -0.58
C -5.16 -1.02 -0.32
C -5.45 -2.41 0.02
H -4.72 -2.80 0.73
H -5.43 -3.02 -0.88
H -6.46 -2.48 0.44
Re -0.06 0.04 -1.01
C -0.16 -1.59 0.20
O -0.19 -2.36 1.07
C 1.40 0.81 0.20
O 2.06 1.15 1.10
C 0.67 1.27 -2.47
C -0.75 1.34 -2.50
C -1.52 0.15 -2.48
C -0.87 -1.10 -2.48
C 0.50 -1.13 -2.78
C 1.24 0.02 -2.80
H 1.36 2.05 -2.15
H -1.30 2.27 -2.57
H -2.61 0.27 -2.54
H -1.30 -2.04 -2.15
H 0.96 -2.07 -3.15
H 2.28 -0.01 -3.16
N -3.50 2.30 4.10
C -2.80 1.85 2.99
C -1.64 1.08 3.25
C -0.87 0.57 2.20
N -1.17 0.77 0.89
C -2.30 1.50 0.65
C -3.12 2.05 1.62
H -3.12 2.06 5.03
H -4.34 2.86 4.08
H -1.37 0.91 4.30
H 0.01 0.00 2.49
H -2.59 1.67 -0.38
H -4.02 2.64 1.36
*
```

Computed properties:
Energy above the lowest of the compared OMol25 structures with the same formula, charge and spin, kcal per mole: 89.9
E_tot, Eh: -1237.29861
Frontier orbital gap (spin up / spin down), eV: 5.472 / 2.640
⟨S²⟩: 3.81
Strongest force on any atom, hartree/bohr: 0.166



Q: energy above the lowest of the compared OMol25 structures with the same formula, charge and spin of number 8 (C19H21N3O3S)?
A: 74.0 kcal per mole



Q: Which value of energy above the lowest of the compared OMol25 structures with the same formula, charge and spin does entry 7 give?
A: 0.6 kcal per mole



Q: Which formula does entry 4 have?
A: C19H21F4OSi



Q: Which formula does entry 2 have?
A: C19H21ClN4O6S